Arrangement P

The following is a quantum chemistry calculation of one molecule with the formula C2H6O2S, from the OMol25 dataset.

Cartesian coordinates (Å):
C: 0.68280 1.40450 -0.20203
S: -0.85193 0.11015 -0.20804
C: 0.06934 -1.44185 0.44541
O: -1.26412 -0.11453 -1.55701
O: -1.83999 0.43844 0.74764
H: 0.96336 1.53993 -1.25226
H: 0.14434 2.25304 0.00637
H: 1.50777 1.05912 0.41840
H: -0.01052 -1.34033 1.52706
H: -0.37698 -2.41510 0.26417
H: 0.97593 -1.49337 -0.18971

HOMO energy	-0.3806	hartree
charge	0

---

Arrangement Q

The following is a quantum chemistry calculation of a 2-piece molecular cluster, C2H6O2S overall, from the OMol25 dataset.

Cartesian coordinates (Å):
C: -0.77425 -0.28360 -1.44503
C: 1.07672 -0.07846 1.94557
O: 1.89412 1.87444 0.61681
O: -1.87603 -1.11014 -1.22008
S: 2.37846 0.72974 1.44045
H: -0.91522 0.21423 -2.36173
H: -0.55651 0.54208 -0.66871
H: 0.06724 -0.84424 -1.37665
H: 0.08316 0.31608 1.84633
H: 1.21978 -0.84947 2.71877
H: -2.59747 -0.51067 -1.49574

HOMO energy	-0.3636	hartree
charge	0

---

The energy of each structure relative to the most stable one, in hartree, is as follows: arrangement P 0.0000; arrangement Q 0.0292.

---

Arrangement P

The following is a quantum chemistry calculation of a 2-piece molecular cluster, C2H6O2S overall, from the OMol25 dataset.

Cartesian coordinates (Å):
C: -1.74353 0.76079 1.34639
C: 1.01029 -1.24224 -0.82831
O: 1.84426 1.06691 0.33010
O: 0.45605 1.27071 -1.74565
S: 0.72759 0.58044 -0.47713
H: -2.39566 -0.05825 1.57362
H: -0.74562 0.75236 1.90478
H: -2.05068 1.55862 0.82998
H: 1.53522 -1.13973 -1.75126
H: 1.34931 -1.81547 0.07632
H: 0.01276 -1.73414 -1.25883

HOMO energy (alpha / beta)	-0.3410 / -0.3410	hartree
charge	0

---

Arrangement Q

The following is a quantum chemistry calculation of a 2-piece molecular cluster, C2H6O2S overall, from the OMol25 dataset.

Cartesian coordinates (Å):
C: 0.76406 0.49991 -1.07546
C: -0.16096 -0.02591 -0.00903
O: 1.22311 -2.29013 0.59377
O: 1.85804 -0.22283 1.80574
S: 0.82959 -1.05862 1.23789
H: 1.49047 1.18713 -0.64965
H: 1.29028 -0.32107 -1.56266
H: 0.18696 1.03360 -1.83091
H: -0.91026 -0.71151 -0.39521
H: -0.62160 0.75624 0.58647
H: -1.40928 -1.29236 2.93899

HOMO energy (alpha / beta)	-0.4123 / -0.3437	hartree
charge	0

---

The energy of each structure relative to the most stable one, in hartree, is as follows: arrangement P 0.0033; arrangement Q 0.0000.

---

Arrangement P

The following is a quantum chemistry calculation of a 2-piece molecular cluster, C5H13N3 overall, from the OMol25 dataset.

Cartesian coordinates (Å):
H: -0.49765 4.25471 -1.22918
N: -0.28536 3.38540 -0.75428
C: 0.60410 2.71503 -1.37471
N: 0.95983 1.46509 -1.00569
C: 2.16194 0.81559 -1.46705
H: 1.06938 3.04743 -2.30928
H: 0.41128 0.99964 -0.29526
H: 1.95022 -0.04151 -2.11585
H: 2.79326 1.50597 -2.02234
H: 2.73083 0.42885 -0.61824
C: -1.37778 -3.34704 0.93443
C: -1.47646 -1.83823 0.85877
C: -0.55591 -1.06797 1.42342
N: -0.56126 0.34639 1.46033
H: -0.48887 -3.68146 1.46484
H: -2.24968 -3.78753 1.41980
H: -1.36811 -3.76109 -0.07869
H: -2.34331 -1.46867 0.32783
H: 0.33210 -1.47147 1.89183
H: -0.42455 0.69737 2.38773
H: -1.38401 0.80351 1.10162

HOMO energy	-0.3051	hartree
charge	0

---

Arrangement Q

The following is a quantum chemistry calculation of one molecule with the formula C5H13N3, from the OMol25 dataset.

Cartesian coordinates (Å):
C: -0.01548 -0.79398 0.23690
C: -0.78521 -2.01385 0.72581
C: 1.47640 -1.11049 0.09860
C: 0.53420 1.97744 -0.60320
C: -0.35132 1.07053 -1.19033
N: -0.10297 0.32204 1.64037
N: -1.13558 1.48793 -2.25806
N: -0.66359 -0.17700 -0.78730
H: -1.04396 0.26111 2.01503
H: 0.58511 0.22135 2.37991
H: -2.02232 1.01522 -2.34066
H: -1.15110 2.47403 -2.45772
H: -0.75863 -2.77573 -0.05361
H: -1.83153 -1.75511 0.89043
H: -0.34971 -2.43385 1.63502
H: 2.04744 -0.26757 -0.28016
H: 1.90959 -1.43952 1.04683
H: 1.57762 -1.92480 -0.61900
H: 0.58187 2.98265 -1.00412
H: 0.02597 1.24310 1.11861
H: 1.47319 1.63648 -0.19335

HOMO energy	-0.2547	hartree
charge	0

---

Arrangement R

The following is a quantum chemistry calculation of one molecule with the formula C5H13N3, from the OMol25 dataset.

Cartesian coordinates (Å):
C: 1.70878 -0.50829 -1.47904
N: 1.41356 0.61027 -0.96506
N: 0.24730 1.04356 -0.48699
C: 0.34549 2.44731 -0.11512
C: -0.85728 0.34222 0.19479
N: -0.76003 0.39816 1.63880
C: -1.12279 -1.11420 -0.21188
C: -0.22421 -2.15221 0.45995
H: 1.08457 -1.39138 -1.61093
H: 2.72228 -0.57797 -1.84819
H: -0.63203 2.91549 -0.20069
H: 1.03941 2.92268 -0.80666
H: 0.72570 2.59348 0.89834
H: -1.75148 0.92252 -0.07936
H: -0.79922 1.34932 1.98141
H: 0.10203 -0.02614 1.96150
H: -1.07739 -1.19151 -1.29932
H: -2.14883 -1.32407 0.09032
H: -0.37124 -3.12109 -0.01194
H: 0.82830 -1.89118 0.37789
H: -0.47291 -2.24698 1.51217

HOMO energy	-0.2963	hartree
charge	0

---

The energy of each structure relative to the most stable one, in hartree, is as follows: arrangement P 0.0000; arrangement Q 0.0267; arrangement R 0.0372.

---

Arrangement P

The following is a quantum chemistry calculation of a 2-piece molecular cluster, C6H12N2O2 overall, from the OMol25 dataset.

Cartesian coordinates (Å):
C: -0.08806 5.65526 1.32298
N: -0.05479 4.87946 0.09950
C: 0.66841 3.83388 0.07988
O: 1.38633 3.41180 1.16210
C: 2.00904 2.17343 0.86880
C: 1.62248 1.88190 -0.55153
N: 1.98817 0.68940 -1.14300
C: 0.82418 2.87370 -1.01090
C: 0.18076 3.04107 -2.34675
H: -0.21957 5.01572 2.21263
H: 0.84069 6.23200 1.47248
H: -0.92674 6.36302 1.28878
H: 3.09976 2.26804 0.97876
H: 1.65364 1.40574 1.57258
H: 1.72318 -0.15339 -0.64395
H: 1.79423 0.60807 -2.13535
H: -0.81557 2.57477 -2.35870
H: 0.04493 4.10639 -2.58933
H: 0.77968 2.58003 -3.14339
O: 5.26664 1.17654 -2.04623
H: 4.53781 0.54170 -1.83765
H: 4.83057 1.96389 -2.38614

HOMO energy	-0.3087	hartree
charge	0

---

Arrangement Q

The following is a quantum chemistry calculation of a 2-piece molecular cluster, C6H12N2O2 overall, from the OMol25 dataset.

Cartesian coordinates (Å):
C: -0.17041 3.09613 0.72049
C: -0.58011 3.14398 -0.59444
N: 0.15776 2.17744 -1.23126
C: 0.96692 1.59445 -0.30161
N: 0.79173 2.13045 0.89585
H: -0.52036 3.70935 1.55091
H: -1.30929 3.76094 -1.11956
H: 0.10942 1.93755 -2.22455
H: 1.65924 0.78994 -0.54969
O: 3.67529 -1.00894 0.30403
C: 3.19544 -2.03300 1.16813
C: 2.09214 -1.55703 2.10576
C: 2.58548 -0.57318 3.15648
O: 3.13641 0.62706 2.58833
H: 3.87794 -0.24258 0.88024
H: 2.81317 -2.83401 0.50654
H: 4.02383 -2.45787 1.76704
H: 1.28055 -1.09771 1.50927
H: 1.66790 -2.43310 2.63299
H: 1.77808 -0.32085 3.87054
H: 3.41750 -1.02057 3.73358
H: 2.39697 1.12889 2.18610

HOMO energy	-0.3352	hartree
charge	0

---

Arrangement R

The following is a quantum chemistry calculation of one molecule with the formula C6H12N2O2, from the OMol25 dataset.

Cartesian coordinates (Å):
H: -0.47788 1.09384 -3.22493
N: -1.21268 0.66209 -3.78027
C: -1.72073 -0.36476 -3.21163
O: -2.78104 -0.89172 -3.83023
C: -1.68804 -0.74833 -1.75648
C: -0.58576 -0.08303 -0.95988
O: -0.59752 -0.64414 0.34695
C: 0.37070 -0.21951 1.17738
N: 0.41802 -0.64839 2.35892
C: 1.46932 -0.21380 3.26135
C: 2.44182 0.85378 2.77558
H: -3.21978 -0.07853 -4.26193
H: -1.58492 -1.84233 -1.70983
H: -2.66480 -0.50979 -1.31130
H: -0.75425 1.00350 -0.89389
H: 0.39546 -0.25840 -1.42827
H: 1.08418 0.48316 0.71987
H: 2.03252 -1.11367 3.55490
H: 0.97674 0.13390 4.18296
H: 1.92350 1.78192 2.49309
H: 3.14387 1.09460 3.58453
H: 3.03127 0.50960 1.91313

HOMO energy	-0.3566	hartree
charge	0

---

Arrangement S

The following is a quantum chemistry calculation of one molecule with the formula C6H12N2O2, from the OMol25 dataset.

Cartesian coordinates (Å):
H: -2.69672 -1.43695 -1.08405
N: -1.94268 -1.89375 -1.58744
C: -0.77812 -1.58171 -1.18270
N: 0.32485 -2.11212 -1.74746
C: -0.47553 -0.53513 -0.09843
O: -0.32682 0.75955 -0.68158
C: -1.51929 1.44602 -0.97340
O: 0.74826 -0.82081 0.49093
C: 1.35884 0.32330 1.11358
C: 2.61381 0.60157 0.80978
C: 0.58290 0.95835 2.22427
H: 1.20348 -1.96008 -1.29033
H: 0.20329 -2.86803 -2.39702
H: -1.30770 -0.50887 0.63946
H: -1.21972 2.43508 -1.30698
H: -2.08159 0.94462 -1.76862
H: -2.15812 1.52577 -0.08366
H: 3.13158 0.08794 0.01743
H: 3.18330 1.29480 1.39586
H: -0.32928 1.41752 1.84318
H: 0.30239 0.20258 2.95889
H: 1.18288 1.72033 2.70830

HOMO energy	-0.3355	hartree
charge	0

---

The energy of each structure relative to the most stable one, in hartree, is as follows: arrangement P 0.0099; arrangement Q 0.0000; arrangement R 0.0360; arrangement S 0.0384.

---

Arrangement P

The following is a quantum chemistry calculation of C6H12N2O2 as an isolated structure, from the OMol25 dataset.

Cartesian coordinates (Å):
C: -0.43270 -0.30028 0.25492
C: -1.32046 0.83581 0.77136
C: 0.07636 -1.07235 1.46736
C: -1.26220 -1.20580 -0.64634
N: 2.06906 0.62030 -0.13420
C: 1.93545 -0.69440 -0.67854
C: 0.85015 0.80716 -0.87627
N: 0.41485 2.02274 -1.27379
O: 2.47965 -1.73501 -0.59566
O: 1.16440 -0.11028 -1.83581
H: 2.08699 0.72242 0.87265
H: 0.16153 2.16065 -2.24019
H: 0.37524 2.75785 -0.58635
H: -1.84171 1.35477 -0.03525
H: -0.74717 1.56608 1.34970
H: -2.11829 0.44748 1.41569
H: 0.71421 -0.45266 2.10720
H: -0.75314 -1.41290 2.09854
H: 0.58203 -1.99881 1.19668
H: -0.68624 -2.08077 -0.94696
H: -2.16837 -1.55699 -0.13907
H: -1.57962 -0.67502 -1.54569

HOMO energy	-0.2998	hartree
charge	0

---

Arrangement Q

The following is a quantum chemistry calculation of a 2-piece molecular cluster, C6H12N2O2 overall, from the OMol25 dataset.

Cartesian coordinates (Å):
C: 2.11477 -1.25169 0.22809
N: 1.97940 0.14773 0.58379
C: 1.52542 1.10897 -0.40056
C: 0.70272 0.78893 0.79544
C: -0.68129 0.12405 0.72997
C: -0.84194 -0.89244 1.86160
O: -1.66130 1.11559 0.90715
C: -0.95244 -0.54392 -0.58489
N: -1.20913 -1.09861 -1.56813
H: 1.33563 -1.62825 -0.45629
H: 3.08760 -1.39082 -0.26162
H: 2.10534 -1.86146 1.14161
H: 2.07280 2.05254 -0.45669
H: 1.17367 0.72018 -1.36228
H: 0.70158 1.49184 1.63598
H: -0.57288 -0.39986 2.80482
H: -1.88385 -1.23062 1.91788
H: -0.19115 -1.76172 1.71388
H: -1.38001 1.96580 0.51088
O: -2.45359 1.02881 -3.59052
H: -2.57479 1.44125 -2.72864
H: -2.39656 0.07370 -3.42146

HOMO energy	-0.3493	hartree
charge	0

---

The energy of each structure relative to the most stable one, in hartree, is as follows: arrangement P 0.0237; arrangement Q 0.0000.